125
Properties=species:S:1:pos:R:3:forces:R:3 method="wB97M-V/def2-TZVPD" e_homo_ev=-4.9750 largest_force_ev_per_a=3.1 orbital_gap_ev=6.8 lumo_energy_ev=1.79 charge=-1 relative_energy_kj_mol=300.3
Rb -15.9001 5.3529 16.8768 -0.193 -0.300 0.512
C -14.0990 14.6246 19.0892 0.750 -0.207 -0.837
C -13.5510 13.3579 18.4423 0.040 0.225 0.369
C -13.2089 12.3031 19.2568 -0.046 -0.788 1.341
C -12.4827 11.1609 18.8477 -0.371 0.742 -0.562
C -12.0274 10.0860 19.8050 -2.070 -0.040 0.319
C -12.1264 11.1125 17.4874 -1.004 1.051 1.495
C -12.4947 12.1828 16.6613 -0.019 -0.008 -0.099
C -12.2066 12.1249 15.2325 0.051 -0.225 -1.498
C -13.2170 13.2652 17.1000 -0.595 0.964 0.406
C -11.2815 10.0146 17.0483 1.658 0.206 -1.016
C -9.8884 10.2383 17.0826 -1.012 0.993 0.444
C -9.0031 9.2988 16.6957 1.301 0.158 0.239
C -9.4453 8.0451 16.3508 0.514 -1.855 -0.110
C -10.8159 7.7598 16.2482 0.936 1.531 0.330
C -11.7380 8.8261 16.5274 0.180 -1.635 -0.362
Ge -13.6520 8.4188 16.5283 -0.707 -0.432 0.168
S -14.1465 7.6647 18.4814 -0.640 0.172 -0.281
S -14.3483 7.0247 14.8437 0.233 0.149 -0.004
Ge -16.2368 8.3424 14.7885 -0.804 -0.434 0.640
S -18.0143 7.6954 15.9375 1.132 0.426 -0.291
S -14.9739 10.0258 15.6450 -0.227 0.186 0.174
C -16.7614 8.5166 12.8788 0.480 -0.700 -0.863
C -16.6029 9.7331 12.1762 -0.647 -1.237 1.692
C -16.7164 9.7141 10.8087 -1.255 -0.345 -0.765
C -17.1938 8.6131 10.0892 0.703 -0.298 1.029
C -17.4070 7.4110 10.7678 0.206 0.005 -0.289
C -17.1016 7.3403 12.1229 -0.168 0.575 1.088
C -17.0369 5.9381 12.6598 0.996 -0.349 1.111
C -18.0671 5.2117 13.2780 -0.373 1.591 -0.964
C -19.4143 5.8157 13.5771 -0.516 -0.174 0.770
C -17.9144 3.8573 13.4375 -1.089 -1.339 1.817
C -16.7814 3.1473 13.1499 0.676 0.092 -0.497
C -16.7290 1.6417 13.1997 1.073 -0.320 -1.396
C -15.7166 3.9332 12.7356 2.272 -1.983 -0.319
C -15.7806 5.2762 12.5472 -0.428 2.378 -1.377
C -14.5888 6.0143 11.8915 -0.058 -1.116 0.512
C -16.4188 11.0390 12.8733 2.094 1.338 -0.834
C -15.1099 11.6581 12.8099 -1.303 -0.158 0.109
C -13.9628 10.7566 12.5007 1.310 0.120 -2.415
C -14.9924 13.0353 13.0720 0.774 -2.442 0.263
C -16.0866 13.7253 13.5339 1.339 2.648 -0.179
C -15.8626 15.2175 13.7671 -0.900 -0.357 -1.034
C -17.2933 13.1416 13.6923 -1.455 0.239 0.297
C -17.4670 11.8121 13.3280 -1.110 -0.401 0.052
C -18.8648 11.2895 13.4697 -0.923 -0.118 0.578
C -11.2118 6.3520 16.0143 -0.318 1.233 0.305
C -11.2844 5.8440 14.7189 -0.555 0.533 -0.059
C -11.0816 6.7555 13.5227 0.333 -2.157 -1.590
C -11.7226 4.5490 14.5652 0.663 0.231 -0.129
C -11.9631 3.7355 15.6702 -0.209 -0.301 -0.312
C -12.3171 2.2989 15.4005 -1.111 0.266 -0.786
C -11.8260 4.2488 16.9366 0.228 2.181 -0.151
C -11.5140 5.6235 17.1523 0.733 -1.635 -0.218
C -11.2402 6.1156 18.5643 0.652 -0.403 0.037
H -14.9251 15.0130 18.4819 -0.102 0.005 0.461
H -13.2632 15.3655 18.9934 -0.787 -0.346 0.502
H -14.3617 14.4213 20.1471 0.019 0.436 -0.714
H -13.5618 12.4184 20.2999 0.535 -0.453 -0.430
H -12.5351 10.2832 20.7693 0.488 -0.121 -0.240
H -10.9693 10.1274 19.9234 0.873 -0.173 0.147
H -12.3958 9.0745 19.4952 0.577 0.853 0.059
H -12.9453 11.4152 14.8297 0.342 0.316 -0.400
H -11.2198 11.7407 15.0278 0.391 -0.329 -0.107
H -12.2697 13.0943 14.7103 -0.255 -0.338 0.338
H -13.5426 14.0718 16.4102 0.439 -0.636 0.334
H -9.4596 11.1579 17.4645 -0.458 0.269 -0.015
H -7.9498 9.6007 16.7808 -0.299 -0.682 -0.188
H -8.6606 7.2306 16.3137 -1.195 0.770 -0.414
H -16.6343 10.6517 10.3249 0.334 0.806 -0.697
H -17.2682 8.6668 9.0245 -0.278 0.088 -0.484
H -17.7117 6.4653 10.2739 0.206 0.855 0.134
H -19.7816 5.5450 14.5858 0.398 -0.050 -0.403
H -20.1439 5.4298 12.8854 -0.381 -0.298 -0.473
H -19.5056 6.8929 13.5565 0.558 0.224 -0.156
H -18.6819 3.2967 13.9960 -0.132 0.351 -0.591
H -15.7390 1.2293 12.9104 -0.249 0.590 0.301
H -17.3778 1.1531 12.4638 -0.315 0.393 0.125
H -16.9503 1.2131 14.1419 -0.399 -0.230 1.146
H -14.7231 3.4617 12.4800 -1.104 0.283 0.408
H -14.6773 5.8956 10.8325 -0.287 0.130 -0.952
H -13.6551 5.4948 12.1185 -0.067 0.012 0.357
H -14.4430 7.0662 12.1119 -0.351 -0.022 0.209
H -13.9557 9.8539 13.1024 0.095 0.083 0.399
H -12.9734 11.2868 12.5409 -0.891 -0.502 0.237
H -14.0120 10.3454 11.4299 -0.118 0.676 1.226
H -14.0001 13.4896 13.0982 -0.289 -0.054 -0.261
H -16.3722 15.5230 14.6294 -0.811 0.371 1.578
H -16.3655 15.8263 12.9740 0.874 -0.433 0.240
H -14.8238 15.4658 13.9369 0.256 0.102 -0.449
H -18.1803 13.7404 14.0447 1.082 -0.716 -0.329
H -19.4427 12.0580 14.0069 0.103 -0.342 0.019
H -18.9098 10.3682 14.0823 -0.004 0.268 -0.465
H -19.4334 11.1568 12.5367 0.522 -0.287 0.023
H -11.6353 6.2815 12.6033 1.311 0.956 1.571
H -9.9978 6.9331 13.3074 -0.788 -0.352 -0.022
H -11.4996 7.7065 13.6874 -0.700 1.217 0.273
H -11.7558 4.1952 13.5416 -0.349 -0.417 0.052
H -11.3778 1.7421 15.3269 -0.396 -0.363 -0.080
H -12.8673 2.3332 14.4050 0.763 -0.603 1.108
H -13.0166 1.8634 16.1516 0.721 0.227 -0.428
H -11.8954 3.6735 17.8127 -0.404 -1.072 0.871
H -11.3405 5.2344 19.2122 -0.060 0.293 0.103
H -11.9540 6.8806 18.9056 0.410 -0.257 -0.258
H -10.1816 6.4738 18.6864 -0.938 -0.160 -0.279
O -17.6352 6.8920 19.5401 -0.287 0.109 -0.189
H -17.9055 7.0702 18.6305 -0.159 -0.242 -0.455
H -17.3896 7.7967 19.7733 0.170 0.308 0.473
O -15.7405 4.9471 20.0991 0.913 -1.115 -0.036
H -16.6000 5.3411 20.1502 -0.916 0.732 -0.040
H -15.1565 5.6931 19.9454 0.178 0.347 -0.121
F -18.3376 14.6211 18.5928 0.019 -0.910 -0.524
C -18.2215 13.6670 17.5866 1.055 1.590 0.318
F -19.3943 13.7321 16.9357 0.488 -0.043 -0.379
F -17.2021 14.1644 16.8171 -1.100 -0.760 0.110
C -17.9599 12.3051 18.1542 -0.954 1.804 0.930
C -18.8225 11.9695 19.1551 -1.850 -1.120 0.129
C -18.6614 10.7181 19.7443 -0.609 1.229 0.039
N -17.6283 9.9367 19.5256 0.201 -0.592 -0.250
C -16.7500 10.3269 18.5926 -0.353 -0.195 1.714
C -16.8976 11.5149 17.9354 2.076 0.324 -2.325
H -19.7496 12.5378 19.3080 0.576 -0.169 0.256
H -19.4402 10.4192 20.4184 -0.044 -0.504 0.487
H -15.8801 9.7108 18.5666 0.553 -0.338 -0.717
H -16.1756 11.8227 17.1753 -0.065 -0.267 0.329